1.
Below is the ion C7H13N4 with charge +1 in a non-equilibrium geometry, with properties calculated with the ωB97M-V functional and the def2-TZVPD basis.

Computed properties:
- Energy relative to the best compared isomer or geometry (same formula, charge and spin): 1.848 eV
- Net charge: +1
- SMILES: CN1CN(C)C2=[NH+]CCN=C21
- Molecular weight: 153.2 g/mol

```
24
Properties=species:S:1:pos:R:3:forces:R:3:lowdin_charge:R:1
C -0.422758 0.925165 -0.057307 -1.31 -2.09 0.11 -0.26
C -0.267428 -0.594272 0.028852 -0.76 0.57 -0.31 -0.09
C -2.766131 0.806128 0.267971 1.37 -1.60 -2.75 -0.13
C -2.573277 -0.709107 0.578983 -3.32 1.22 3.30 -0.18
C 1.791482 0.270617 -0.317579 1.37 1.05 0.77 -0.09
C 1.303486 2.632231 0.086670 0.64 0.98 -1.33 -0.01
C 1.565868 -2.209141 -0.257273 -0.33 0.34 -3.83 0.02
N -1.512383 1.553441 0.048790 -0.27 0.27 0.46 0.14
N 0.825426 1.337668 -0.297456 0.36 0.51 -0.42 -0.10
N 0.996853 -0.927232 -0.208603 -2.13 1.96 1.23 -0.07
N -1.361591 -1.301964 0.260685 3.93 -2.95 -0.56 0.11
H -3.295985 0.719397 -0.716697 0.51 0.86 0.54 0.13
H -3.460930 1.297972 0.904798 -0.11 0.33 0.89 0.11
H -2.781328 -0.936805 1.671216 0.36 0.50 -0.90 0.15
H -3.395106 -1.204437 0.099141 -0.18 -0.51 -0.53 0.12
H 2.432937 0.203212 -1.227309 -0.55 0.25 0.41 0.16
H 2.489412 0.494752 0.575227 -0.77 -1.04 -1.11 0.17
H 1.638602 3.191612 -0.821860 -0.16 -0.26 0.86 0.12
H 0.591822 3.243578 0.633113 -0.31 -0.31 -0.07 0.10
H 2.142661 2.394871 0.708396 0.73 0.66 0.52 0.07
H 0.758208 -2.825493 -0.670655 0.86 -0.61 -0.03 0.12
H 2.448327 -2.068909 -0.920178 -0.69 -0.85 0.03 0.13
H 1.926740 -2.512820 0.631438 0.93 -1.28 3.25 0.07
H -1.272218 -2.344863 0.473404 -0.16 2.01 -0.55 0.21
```
Positions in Å, forces in eV/Å.

2.
Below is a cluster of 2 separate species, C2H4N2S2 in total in a non-equilibrium geometry, with properties calculated with the ωB97M-V functional and the def2-TZVPD basis.

Computed properties:
- Spin multiplicity: 3
- Energy relative to the best compared isomer or geometry (same formula, charge and spin): 3.802 eV
- Net charge: 0
- Expectation value of S²: 2.0078
- Molecular weight: 120.2 g/mol

```
10
Properties=species:S:1:pos:R:3:forces:R:3:lowdin_spin:R:1
C 2.294599 -1.568840 -1.223205 -0.61 1.70 -0.70 0.01
C -1.360531 1.768586 0.829745 -8.65 0.26 -3.58 0.66
N 1.897959 -0.527121 -1.465569 -0.15 0.49 0.15 0.01
N -0.266545 1.364189 1.229864 12.11 -4.75 4.11 0.57
S -1.217874 -1.154364 0.254122 1.05 -0.92 -2.82 0.06
S 0.263967 -0.147677 1.203096 -1.49 2.08 0.31 0.52
H 2.628839 -2.526482 -1.205572 0.85 -2.26 0.41 0.00
H -1.506769 2.752733 1.029712 -1.35 2.77 -0.14 0.05
H -2.039693 0.989607 0.468948 -0.81 1.03 0.22 0.05
H -0.693953 -0.950631 -1.121140 -0.94 -0.41 2.03 0.05
```
Positions in Å, forces in eV/Å.

3.
Below is a structure of composition C22H29AsBF9N8O2Pt in a non-equilibrium geometry, with properties calculated with the ωB97M-V functional and the def2-TZVPD basis.

Computed properties:
- Spin multiplicity: 2
- Energy relative to the best compared isomer or geometry (same formula, charge and spin): 0.761 eV
- Net charge: +3
- Expectation value of S²: 0.7544
- Molecular weight: 889.3 g/mol

```
73
Properties=species:S:1:pos:R:3:forces:R:3:lowdin_spin:R:1
Pt -1.213000 0.459644 0.076646 -0.41 -0.15 0.68 0.56
C -2.313233 1.706811 4.045085 -0.03 -0.03 -0.01 0.01
C -1.896256 2.017317 2.759845 -0.04 -0.11 0.14 0.01
N -1.995598 0.920661 1.998217 0.08 0.66 0.08 0.21
N -2.472089 -0.094341 2.751196 0.03 -0.14 -0.21 0.01
C -2.658602 0.364762 3.998424 0.04 0.07 0.07 0.00
B -2.688961 -1.507986 2.096730 -0.17 -0.06 0.33 0.00
N -1.257727 -1.984168 1.700198 -0.06 -0.04 0.11 0.00
C -0.501792 -3.033830 2.028720 0.14 -0.03 0.02 0.00
C 0.779086 -2.847772 1.512794 -0.08 0.03 0.03 0.00
C 0.734222 -1.632372 0.866657 0.03 0.01 -0.19 0.00
N -0.502136 -1.114767 1.001736 -0.10 -0.21 -0.35 0.01
N -3.462571 -1.291612 0.756124 0.09 0.19 -0.03 0.01
C -4.604789 -1.841522 0.332075 -0.07 0.05 -0.09 0.00
C -4.975846 -1.243632 -0.867037 0.02 0.03 0.05 0.00
C -3.989337 -0.312367 -1.130704 0.01 -0.12 -0.13 0.01
N -3.089048 -0.348263 -0.132125 0.59 -0.08 -0.49 0.10
N -3.422512 -2.447278 2.972026 0.01 0.13 -0.06 0.00
C -4.525792 -2.228908 3.755228 -0.05 -0.05 0.09 0.00
C -4.940159 -3.437303 4.233279 -0.09 -0.04 -0.16 0.00
C -4.044329 -4.370796 3.665089 -0.15 0.00 -0.22 0.00
N -3.162565 -3.784690 2.883565 0.23 0.01 0.22 0.00
H -2.373088 2.367463 4.892453 0.00 -0.01 0.01 0.00
H -1.565012 2.958539 2.350927 0.05 -0.02 -0.01 0.00
H -3.016628 -0.282721 4.781849 -0.04 -0.02 -0.04 0.00
H -0.925841 -3.841925 2.601344 -0.06 0.02 0.01 0.00
H 1.617073 -3.516693 1.601426 0.01 0.00 0.01 0.00
H 1.493280 -1.112059 0.303758 -0.06 -0.04 -0.03 0.00
H -5.094256 -2.615469 0.902519 0.03 0.03 0.08 0.00
H -5.850289 -1.451384 -1.458894 -0.01 0.00 0.01 0.00
H -3.894364 0.364825 -1.964763 0.07 -0.04 0.00 0.00
H -4.950753 -1.248412 3.899154 0.04 0.02 -0.01 0.00
H -5.800872 -3.643493 4.845240 0.07 0.04 0.11 0.00
H -4.039407 -5.444159 3.768492 0.02 0.00 0.03 0.00
C 4.579416 0.024443 0.596690 0.19 0.02 0.05 0.00
C 4.603630 0.433578 -0.867369 -0.68 -0.23 -0.02 0.00
As 3.061535 1.478840 -1.485884 1.07 0.37 -0.03 0.00
C 2.406590 2.539659 -0.008754 -0.84 -0.38 -0.08 0.00
C 1.461388 1.863834 0.996020 0.14 -0.16 -0.41 0.01
C 3.827801 2.749235 -2.765229 -0.45 -0.23 0.14 0.00
C 4.657877 3.771705 -1.986077 0.20 -0.01 -0.26 0.00
H 5.503537 -0.516501 0.803892 -0.01 0.01 0.02 0.00
H 3.761437 -0.655505 0.833952 -0.03 0.02 -0.02 0.00
H 4.560921 0.876793 1.275664 -0.07 0.00 0.00 0.00
H 4.688808 -0.423652 -1.526631 0.18 0.07 0.03 0.00
H 5.404399 1.137816 -1.103582 0.06 -0.04 0.04 0.00
H 1.920863 3.400001 -0.471120 0.08 0.12 0.09 0.00
H 3.315666 2.877137 0.491144 -0.01 0.03 0.03 0.00
H 0.503384 1.534762 0.484585 0.43 0.23 0.12 0.00
H 1.184758 2.572519 1.774128 -0.17 -0.01 -0.05 0.00
H 1.892521 0.985360 1.470477 -0.01 -0.02 0.00 0.00
H 3.010623 3.215483 -3.305657 0.08 0.08 0.02 0.00
H 4.417645 2.159579 -3.465939 0.05 0.03 0.01 0.00
H 4.091897 4.316909 -1.234848 -0.04 0.01 -0.01 0.00
H 4.998335 4.501999 -2.721728 0.03 0.03 0.06 0.00
H 5.556200 3.348772 -1.537901 -0.05 -0.03 0.07 0.00
F -0.950921 0.648374 -2.988883 -0.08 -0.18 -0.27 0.01
C -0.213337 -0.484986 -3.152529 0.39 -0.12 0.06 0.00
F -0.467436 -1.260111 -2.087760 -0.10 0.28 0.13 0.02
F -0.609195 -1.109618 -4.227419 -0.02 0.00 0.14 0.00
C 1.294521 -0.076344 -3.194628 -0.11 -0.34 -1.04 0.00
O 1.567874 0.586695 -2.001548 0.28 0.16 0.73 0.00
C 2.166566 -1.360262 -3.375361 0.16 -0.08 -0.11 0.00
F 3.439204 -1.053913 -3.060207 -0.16 0.02 -0.17 0.00
F 1.783526 -2.333455 -2.557868 0.00 0.06 0.04 0.00
F 2.118634 -1.779330 -4.623087 -0.09 -0.05 0.10 0.00
C 1.511469 0.868272 -4.444235 0.24 0.22 -0.06 0.00
F 1.293806 2.134512 -4.038581 -0.24 -0.05 -0.02 0.00
F 0.707735 0.621057 -5.450219 0.00 -0.14 0.04 0.00
F 2.775279 0.787159 -4.865342 -0.12 0.12 0.17 0.00
O -1.551106 2.264734 -1.019837 -0.38 -0.01 0.21 0.00
H -1.231463 2.220276 -1.937274 -0.12 0.00 0.12 0.00
H -2.441194 2.652076 -1.048329 0.04 0.08 0.11 0.00
```
Positions in Å, forces in eV/Å.

4.
Below is a cluster of 12 separate species, C18H58F4N25O13S in total in a non-equilibrium geometry, with properties calculated with the ωB97M-V functional and the def2-TZVPD basis.

Computed properties:
- Net charge: +1
- Molecular weight: 940.9 g/mol
- E: -3865.5245 Ha

```
119
Properties=species:S:1:pos:R:3:forces:R:3:lowdin_charge:R:1
C -1.210357 3.226212 1.381073 0.36 -0.50 -0.13 -0.16
C -1.247493 1.799294 1.903359 -0.21 0.51 -0.03 -0.51
S 0.146796 1.517470 3.016916 0.26 0.04 0.02 0.93
C 0.370007 -0.248112 2.723568 -0.16 -0.25 0.20 -0.40
N 1.783641 -0.625054 2.597488 -0.67 0.07 -0.22 0.12
C 2.548301 -0.255884 1.616756 1.07 0.04 -0.62 -0.32
N 3.882370 -0.683054 1.551910 -0.40 0.47 1.05 0.12
C 4.753411 -0.104983 2.613857 0.37 -0.34 -0.28 -0.20
O 5.903147 0.450679 2.060117 0.05 0.28 -0.05 -0.12
O 6.807695 -0.637014 1.853283 0.05 -0.09 0.30 0.01
N 2.098362 0.502614 0.594826 -0.57 0.07 0.83 0.23
C 2.807420 1.736349 0.285195 -0.22 0.02 -0.82 -0.45
F 1.874110 2.621634 -0.127855 0.47 -0.55 0.26 0.15
F 3.420978 2.225136 1.386351 -0.16 -0.10 -0.27 0.15
C 3.856693 1.537428 -0.839134 -0.27 0.44 -0.24 -0.26
F 4.044188 2.726738 -1.445147 -0.01 -0.19 0.04 0.11
F 3.333960 0.666941 -1.754483 0.34 0.32 0.33 0.07
H -1.091772 3.949541 2.178098 -0.13 0.22 0.16 0.08
H -0.386078 3.349758 0.694774 0.18 0.20 -0.11 0.03
H -2.112797 3.432822 0.821263 -0.25 0.14 -0.03 0.07
H -1.178778 1.068956 1.105888 -0.14 0.05 -0.15 0.02
H -2.180392 1.630758 2.427576 -0.08 -0.27 0.25 0.08
H -0.054973 -0.845537 3.518283 0.04 -0.12 0.26 0.10
H -0.156688 -0.543389 1.820906 -0.18 0.02 -0.21 0.08
H 2.181565 -1.239383 3.287490 0.10 -0.25 0.02 0.17
H 3.826994 -1.686343 1.731497 0.35 -0.58 -0.41 0.07
H 4.258287 0.676139 3.175595 -0.12 0.34 -0.10 0.13
H 5.068076 -0.884373 3.300354 -0.07 -0.24 0.09 0.13
H 6.902566 -0.667716 0.895288 -0.07 0.09 -0.25 0.10
H 1.089764 0.598130 0.550343 -0.02 0.42 0.00 0.14
H 4.812058 1.191545 -0.457834 0.01 -0.32 0.07 0.16
C -0.923219 5.925575 -1.601657 0.03 0.04 -0.03 -0.67
O -0.476879 5.290047 -0.658131 -0.02 0.06 -0.12 0.01
N -1.934124 6.832526 -1.456145 0.02 -0.06 -0.01 0.15
N -0.444737 5.778668 -2.873429 -0.05 -0.03 0.07 0.15
H -2.315926 7.364378 -2.214259 0.01 0.00 -0.03 0.10
H -2.302105 6.965930 -0.534252 0.00 0.01 0.04 0.10
H 0.302772 5.126327 -3.010218 0.05 -0.01 0.00 0.10
H -0.794574 6.290977 -3.659824 -0.01 0.03 0.00 0.09
C -3.245825 -0.622681 -0.457342 -0.20 -0.01 -0.29 -0.68
O -2.179207 -0.458671 0.139061 0.18 -0.16 0.05 -0.03
N -4.388945 -0.974019 0.187869 0.05 -0.09 0.08 0.17
N -3.367006 -0.434141 -1.795179 0.12 -0.08 0.09 0.18
H -5.267705 -1.089080 -0.286835 -0.03 0.19 -0.06 0.10
H -4.348618 -1.094888 1.182033 0.02 -0.02 0.02 0.11
H -2.545815 -0.165494 -2.302894 0.04 -0.04 -0.04 0.11
H -4.241755 -0.517742 -2.283229 -0.11 0.17 0.09 0.10
C 3.492874 -4.754487 1.981359 0.01 -0.36 0.04 -0.66
O 3.782441 -3.551063 1.932346 -0.15 0.33 0.26 -0.03
N 4.110132 -5.668425 1.215256 -0.35 0.20 -0.35 0.19
N 2.528928 -5.226327 2.820083 0.08 0.18 -0.11 0.17
H 3.898911 -6.646580 1.256573 0.12 -0.05 0.12 0.11
H 4.838622 -5.355632 0.602850 0.16 -0.01 0.12 0.12
H 2.050833 -4.568395 3.402811 -0.03 -0.01 0.04 0.10
H 2.287449 -6.196775 2.886914 0.06 -0.04 0.02 0.11
C 6.854681 -5.126600 3.930695 0.34 -0.06 -0.02 -0.67
O 6.309608 -6.003719 3.273672 -0.17 0.17 0.05 0.00
N 6.210359 -3.962120 4.278685 -0.15 -0.11 0.12 0.15
N 8.137376 -5.220885 4.364541 -0.20 0.12 -0.09 0.17
H 6.652900 -3.230317 4.799663 0.10 0.03 -0.07 0.09
H 5.271648 -3.835665 3.950066 0.00 0.02 -0.12 0.06
H 8.641899 -6.050956 4.118710 0.01 -0.05 0.02 0.11
H 8.606077 -4.525067 4.924681 0.13 -0.14 0.08 0.06
C 1.318489 -2.061102 -4.193730 0.04 -0.07 0.05 -0.70
O 0.212227 -1.717865 -4.569887 -0.01 0.08 -0.03 0.02
N 2.039860 -1.304796 -3.302287 -0.01 -0.08 -0.17 0.14
N 1.929055 -3.200498 -4.633310 -0.07 0.07 0.07 0.16
H 2.955359 -1.541315 -2.971251 0.02 -0.03 0.00 0.09
H 1.606774 -0.464628 -2.971593 -0.01 0.03 0.07 0.09
H 1.426419 -3.763083 -5.293575 -0.02 0.00 -0.04 0.11
H 2.840541 -3.492439 -4.338386 0.02 0.02 0.02 0.09
C -6.353207 1.959877 -1.029518 0.00 0.13 0.07 -0.67
O -6.386077 0.917805 -1.678914 0.03 -0.11 0.03 -0.01
N -7.324925 2.901892 -1.088075 -0.01 -0.39 0.15 0.17
N -5.303779 2.225662 -0.188211 0.03 -0.06 -0.06 0.16
H -7.294980 3.754658 -0.564727 0.06 0.06 -0.05 0.10
H -8.092466 2.755307 -1.721556 0.09 0.25 -0.25 0.07
H -4.586533 1.526926 -0.158243 0.06 0.03 0.10 0.06
H -5.214348 3.050367 0.372562 -0.08 0.05 -0.04 0.09
C -1.812164 1.556971 6.906804 0.04 0.03 0.05 -0.69
O -2.595439 0.936480 6.207866 0.03 -0.02 -0.02 0.02
N -0.800944 2.307371 6.368912 -0.08 -0.07 0.04 0.14
N -1.878676 1.544785 8.273124 0.03 -0.05 -0.08 0.15
H -0.134322 2.821541 6.911562 -0.04 0.04 0.04 0.09
H -0.751584 2.328496 5.366576 0.09 -0.01 0.00 0.02
H -2.611397 1.003862 8.690949 -0.04 -0.01 0.00 0.10
H -1.247662 2.050030 8.864206 0.00 0.05 -0.01 0.09
C 9.648219 -4.542793 7.624473 0.08 -0.09 0.14 -0.66
O 9.974337 -4.334560 6.463436 -0.20 0.12 0.00 0.01
N 10.506545 -5.102136 8.522103 -0.02 0.03 -0.05 0.16
N 8.407000 -4.236954 8.111036 0.12 0.01 -0.07 0.16
H 10.268710 -5.285476 9.477562 -0.02 0.01 0.02 0.10
H 11.423927 -5.337808 8.194087 0.03 0.00 -0.02 0.11
H 7.747865 -3.831287 7.477315 -0.06 0.00 -0.02 0.09
H 8.127877 -4.406575 9.057884 0.01 -0.03 0.02 0.10
C -9.061059 3.127035 -4.451906 -0.07 0.00 -0.15 -0.67
O -8.719564 3.926558 -3.583582 -0.05 -0.18 0.10 -0.01
N -8.582567 3.183591 -5.725164 0.12 0.04 -0.06 0.16
N -9.949633 2.120058 -4.224605 -0.03 -0.09 0.17 0.16
H -8.876151 2.537177 -6.437993 -0.13 -0.04 0.07 0.06
H -7.928417 3.910372 -5.938837 0.02 0.05 0.04 0.10
H -10.336447 2.047929 -3.304137 -0.02 0.04 0.04 0.10
H -10.226650 1.463738 -4.938362 0.07 0.16 -0.08 0.06
C -10.594533 0.210367 -7.784909 -0.06 -0.08 -0.09 -0.64
O -10.264433 1.009150 -6.913938 0.04 -0.08 -0.08 0.00
N -10.092354 0.270777 -9.048999 0.00 0.02 0.11 0.16
N -11.487815 -0.788870 -7.547156 0.07 0.07 0.03 0.16
H -10.348973 -0.368012 -9.776543 -0.03 -0.02 0.00 0.10
H -9.435645 0.999796 -9.251524 0.02 0.03 -0.02 0.11
H -11.875065 -0.852999 -6.625232 -0.02 0.00 0.03 0.11
H -11.774615 -1.450722 -8.242078 0.00 0.00 -0.03 0.10
C 2.851621 1.320227 -6.970253 -0.08 -0.06 -0.02 -0.69
O 3.615021 1.804311 -7.783333 0.00 0.01 0.03 0.03
N 1.536592 1.695657 -6.876175 0.06 0.06 0.09 0.15
N 3.237682 0.352890 -6.079608 -0.03 0.03 0.06 0.15
H 0.890617 1.291366 -6.224905 -0.01 -0.10 -0.04 0.09
H 1.215226 2.395139 -7.516911 0.00 0.01 -0.05 0.10
H 4.188483 0.042290 -6.125991 0.04 0.02 -0.04 0.10
H 2.621848 -0.048537 -5.397133 -0.01 -0.02 -0.01 0.05
```
Positions in Å, forces in eV/Å.